--- 1 ---
DFT (ωB97M-V/def2-TZVPD) results for a 2-piece molecular cluster, C4H8FN overall.

Element x y z (Å)
C (-2.144, -1.898, -0.593)
C (-0.251, -0.443, -0.958)
C (1.356, 1.285, -0.213)
C (0.162, 0.085, 1.443)
N (0.388, 0.199, 0.033)
F (0.499, -0.209, -2.036)
H (-2.859, -1.135, -0.985)
H (-1.851, -2.496, -1.395)
H (1.134, 1.694, -1.203)
H (1.143, 1.978, 0.706)
H (2.376, 0.904, -0.243)
H (1.032, -0.205, 2.015)
H (-0.371, 0.921, 1.861)
H (-0.614, -0.678, 1.568)

Values from the calculation:
Total charge: 0
Lowest unoccupied orbital energy (eV): 0.703

=====

--- 2 ---
DFT (ωB97M-V/def2-TZVPD) results for a 2-piece molecular cluster, C4H8FN overall.

Element x y z (Å)
C (2.044, -0.928, -0.253)
C (0.931, -0.378, -0.023)
C (-1.055, 0.477, 1.141)
C (-1.059, -0.130, -1.226)
N (-0.235, -0.018, 0.045)
F (1.914, 1.689, 1.210)
H (2.899, -0.599, -0.749)
H (2.212, -1.832, 0.297)
H (-0.499, 1.102, 1.845)
H (-1.856, 1.083, 0.723)
H (-1.608, -0.253, 1.570)
H (-2.078, -0.100, -0.915)
H (-0.737, 0.819, -1.799)
H (-0.873, -0.931, -1.865)

Values from the calculation:
Total charge: 0
Lowest unoccupied orbital energy (eV): -0.008

=====

Which structure is most stable, and how do the rest compare? From most to least stable: 2, 1.

=====

--- 1 ---
DFT (ωB97M-V/def2-TZVPD) results for an isolated ion of composition C4H10NO2 and charge +1.

Element x y z (Å)
N (-0.198, -1.646, 0.175)
C (0.556, -0.352, 0.372)
C (1.933, -0.437, -0.343)
O (2.687, 0.458, -0.262)
C (-0.143, 0.921, -0.157)
C (-1.615, 1.191, 0.235)
O (-2.446, 0.063, -0.110)
H (0.119, -2.246, -0.588)
H (-1.211, -1.360, 0.006)
H (-0.232, -2.214, 1.028)
H (0.727, -0.227, 1.442)
H (2.056, -1.354, -0.910)
H (0.460, 1.715, 0.272)
H (-0.149, 0.921, -1.230)
H (-1.758, 1.403, 1.300)
H (-1.954, 2.019, -0.341)
H (-3.351, 0.186, 0.219)

Values from the calculation:
Total charge: +1
Lowest unoccupied orbital energy (eV): -3.569
SMILES string: [NH3+][C@@H](C=O)CCO

=====

--- 2 ---
DFT (ωB97M-V/def2-TZVPD) results for a 2-piece molecular cluster, C4H10NO2 overall.

Element x y z (Å)
C (-2.700, -0.396, -0.112)
C (1.098, 1.045, -0.834)
C (0.367, 0.424, 1.323)
C (0.643, -1.315, -0.359)
N (0.200, 0.067, -0.129)
O (-2.661, -1.472, 0.206)
O (-0.991, 0.399, -0.598)
H (-3.295, 0.459, -0.459)
H (2.132, 0.668, -0.717)
H (0.700, 1.127, -1.848)
H (0.961, 2.048, -0.314)
H (0.174, 1.468, 1.381)
H (-0.353, -0.036, 1.893)
H (1.329, 0.211, 1.678)
H (1.732, -1.167, -0.157)
H (0.187, -1.895, 0.438)
H (0.478, -1.635, -1.394)

Values from the calculation:
Total charge: +1
Lowest unoccupied orbital energy (eV): -4.257

=====

Which structure is most stable, and how do the rest compare? From most to least stable: 1, 2.

=====

--- 1 ---
DFT (ωB97M-V/def2-TZVPD) results for an isolated ion of composition C4H10NO2 and charge +1.

Element x y z (Å)
C (-0.749, -1.017, -1.473)
N (-0.847, -0.377, -0.148)
C (-0.781, 1.201, -0.346)
O (0.595, 1.460, -0.129)
C (1.272, 0.484, 0.693)
O (1.420, 0.672, 2.070)
C (0.300, -0.733, 0.670)
H (0.209, -0.725, -1.783)
H (-0.851, -2.062, -1.287)
H (-1.563, -0.622, -2.048)
H (-1.759, -0.471, 0.363)
H (-0.871, 1.351, -1.450)
H (-1.566, 1.607, 0.331)
H (2.219, 0.511, 0.109)
H (2.190, 1.234, 2.392)
H (0.726, -1.668, 0.333)
H (0.055, -0.845, 1.704)

Values from the calculation:
Total charge: +1
Lowest unoccupied orbital energy (eV): -3.285
SMILES string: C[N@@H+]1CO[C@@H](O)C1

=====

--- 2 ---
DFT (ωB97M-V/def2-TZVPD) results for an isolated ion of composition C4H10NO2 and charge +1.

Element x y z (Å)
C (-2.014, 0.274, -0.255)
N (-0.858, -0.038, 0.680)
C (0.453, 0.434, 0.013)
C (0.658, -0.035, -1.424)
C (1.600, -0.089, 0.826)
O (2.712, 0.283, 0.631)
O (1.283, -0.931, 1.838)
H (-2.959, 0.060, 0.231)
H (-1.888, 1.318, -0.526)
H (-1.957, -0.330, -1.150)
H (-0.616, -0.926, 1.134)
H (-1.015, 0.598, 1.464)
H (0.447, 1.521, 0.029)
H (-0.067, 0.285, -2.172)
H (0.632, -1.127, -1.479)
H (1.631, 0.328, -1.745)
H (1.957, -1.626, 1.903)

Values from the calculation:
Total charge: +1
Lowest unoccupied orbital energy (eV): -3.466
SMILES string: C[NH2+][C@H](C)C(=O)O

=====

Which structure is most stable, and how do the rest compare? From most to least stable: 2, 1.

=====

--- 1 ---
DFT (ωB97M-V/def2-TZVPD) results for a 2-piece molecular cluster, C7H11N2O overall.

Element x y z (Å)
C (-0.618, 2.508, 1.497)
C (-1.247, 3.517, 0.904)
C (-1.704, 1.768, -0.404)
C (-0.916, 1.413, 0.656)
C (0.469, -2.327, -1.405)
C (1.966, -1.085, 0.096)
C (0.598, -1.073, -0.658)
N (-1.052, -1.536, 1.049)
N (-0.415, -0.859, 0.363)
O (-1.927, 3.094, -0.239)
H (-0.216, 2.639, 2.546)
H (-1.010, 4.517, 1.039)
H (-2.269, 1.266, -1.131)
H (0.453, -3.165, -0.727)
H (-0.436, -2.506, -2.040)
H (1.428, -2.459, -2.129)
H (2.827, -1.006, -0.570)
H (2.118, -1.974, 0.748)
H (2.240, -0.125, 0.639)
H (0.477, -0.067, -1.277)
H (-0.767, -2.536, 1.040)

Values from the calculation:
Total charge: +1
Lowest unoccupied orbital energy (eV): -6.077

=====

--- 2 ---
DFT (ωB97M-V/def2-TZVPD) results for an isolated ion of composition C7H11N2O and charge +1.

Element x y z (Å)
N (2.570, 0.446, 0.223)
C (1.178, 0.165, 0.121)
N (0.426, 1.359, 0.125)
C (-0.812, 1.758, 0.249)
C (-1.880, 0.782, 0.439)
C (-1.391, -0.753, 0.081)
C (-0.664, -0.881, -1.257)
C (0.795, -0.965, -0.848)
C (0.721, -1.266, 0.601)
O (-0.599, -1.291, 1.070)
H (3.147, -0.431, 0.255)
H (2.873, 0.916, 1.032)
H (1.041, 2.069, 0.013)
H (-1.179, 2.807, 0.252)
H (-2.017, 0.635, 1.521)
H (-2.872, 0.961, -0.137)
H (-2.422, -1.194, 0.181)
H (-0.764, 0.053, -1.934)
H (-0.893, -1.850, -1.710)
H (1.360, -1.504, -1.520)
H (1.382, -1.817, 1.246)

Values from the calculation:
Total charge: +1
Lowest unoccupied orbital energy (eV): -4.657
SMILES string: N[C@@]12[NH+]=CC[C@H]3C[C@@H]1[C@@H]2O3

=====

--- 3 ---
DFT (ωB97M-V/def2-TZVPD) results for a 2-piece molecular cluster, C7H11N2O overall.

Element x y z (Å)
C (-2.025, 1.287, 0.198)
C (-0.932, 2.160, 0.233)
C (-0.408, -0.566, 0.066)
C (-1.717, -0.072, 0.100)
C (0.581, 0.407, 0.095)
C (-0.137, -2.068, 0.112)
C (3.120, 0.262, -0.575)
N (0.295, 1.711, 0.055)
N (-2.793, -0.885, -0.180)
O (3.670, 0.000, 0.507)
H (-3.000, 1.756, 0.468)
H (-0.998, 3.253, 0.378)
H (-0.847, -2.559, -0.532)
H (0.894, -2.187, -0.286)
H (-0.116, -2.249, 1.128)
H (3.104, -0.540, -1.416)
H (3.032, 1.277, -0.901)
H (1.092, 2.309, -0.154)
H (-3.704, -0.545, 0.009)
H (-2.655, -1.899, -0.269)
H (3.542, -0.851, 0.962)

Values from the calculation:
Total charge: +1
Lowest unoccupied orbital energy (alpha / beta) (eV): -4.100 / -4.100

=====

--- 4 ---
DFT (ωB97M-V/def2-TZVPD) results for a 2-piece molecular cluster, C7H11N2O overall.

Element x y z (Å)
C (-1.427, 1.122, 0.809)
C (-0.805, -0.859, 0.174)
C (-2.057, -0.605, -0.419)
C (1.711, 1.924, -0.355)
C (1.473, 0.448, -0.766)
C (2.355, 0.712, 0.186)
C (-2.931, -1.546, -1.136)
N (-2.377, 0.599, 0.062)
N (2.812, -0.277, 1.164)
O (-0.315, 0.205, 0.813)
H (-1.556, 2.067, 1.301)
H (2.282, 2.610, -0.930)
H (0.944, 2.303, 0.213)
H (-0.314, -1.712, -0.156)
H (0.994, -0.038, -1.617)
H (-2.376, -1.709, -2.056)
H (-3.143, -2.394, -0.509)
H (-3.899, -1.007, -1.221)
H (3.324, -1.185, 0.849)
H (1.829, -0.610, 1.668)
H (3.474, -0.047, 1.925)

Values from the calculation:
Total charge: +1
Lowest unoccupied orbital energy (eV): -4.054

=====

Which structure is most stable, and how do the rest compare? From most to least stable: 2, 3, 4, 1.

=====

--- 1 ---
DFT (ωB97M-V/def2-TZVPD) results for a 2-piece molecular cluster, C3H5B overall.

Element x y z (Å)
B (0.871, 1.042, 0.549)
C (-0.158, -0.996, -0.940)
C (-0.703, -1.139, 0.224)
C (-0.257, 0.259, -0.118)
H (0.744, 2.185, 0.761)
H (1.855, 0.490, 0.857)
H (0.197, -1.370, -1.867)
H (-1.164, -1.703, 0.995)
H (-1.386, 1.232, -0.461)

Values from the calculation:
Total charge: 0
Lowest unoccupied orbital energy (eV): 0.363

=====

--- 2 ---
DFT (ωB97M-V/def2-TZVPD) results for a single C3H5B molecule.

Element x y z (Å)
B (0.718, -2.202, 0.745)
C (0.458, 1.194, -0.701)
C (-0.135, -0.901, 0.587)
C (-0.415, 0.241, -0.436)
H (0.246, 1.980, -1.404)
H (1.424, 1.223, -0.221)
H (-1.119, -1.337, 0.844)
H (0.199, -0.390, 1.511)
H (-1.376, 0.192, -0.925)

Values from the calculation:
Total charge: 0
Lowest unoccupied orbital energy (eV): 0.371

=====

--- 3 ---
DFT (ωB97M-V/def2-TZVPD) results for a single C3H5B molecule.

Element x y z (Å)
C (-1.271, 0.212, -0.214)
B (0.013, 0.918, 0.161)
C (1.235, 0.201, -0.159)
C (-0.018, -0.416, 0.704)
H (-2.235, 0.601, 0.367)
H (-1.589, -0.187, -1.134)
H (1.411, -0.210, -1.153)
H (2.265, 0.366, 0.365)
H (0.189, -1.485, 1.063)

Values from the calculation:
Total charge: 0
Lowest unoccupied orbital energy (eV): 0.235
SMILES string: C1B2CC12

=====

Which structure is most stable, and how do the rest compare? From most to least stable: 2, 3, 1.

=====

--- 1 ---
DFT (ωB97M-V/def2-TZVPD) results for a 2-piece molecular cluster, C7H10O2Si overall.

Element x y z (Å)
C (1.673, 1.260, -2.757)
C (0.891, 1.299, -1.862)
C (-0.676, -1.326, -0.765)
C (0.162, 1.021, 1.484)
C (0.769, -1.734, -0.961)
C (1.585, 1.077, 1.236)
C (-2.874, 0.087, 1.176)
O (-1.649, -1.816, -1.337)
O (-0.417, 1.549, 2.425)
Si (-1.137, 0.148, 0.393)
H (2.308, 0.865, -3.578)
H (0.736, -2.693, -0.413)
H (1.034, -2.026, -2.050)
H (1.474, -1.116, -0.412)
H (1.857, 0.025, 1.474)
H (1.701, 1.444, 0.188)
H (2.076, 1.807, 1.921)
H (-3.573, 0.066, 0.322)
H (-2.864, -0.820, 1.756)
H (-3.075, 0.881, 1.760)

Values from the calculation:
Total charge: 0
Lowest unoccupied orbital energy (eV): -2.385

=====

--- 2 ---
DFT (ωB97M-V/def2-TZVPD) results for a 2-piece molecular cluster, C7H10O2Si overall.

Element x y z (Å)
C (-3.909, 1.433, -0.751)
C (-2.881, 0.909, -1.023)
C (0.179, -3.004, 2.322)
C (-0.360, -2.802, 1.115)
C (0.435, -1.757, 0.349)
C (1.586, 1.529, -0.376)
C (0.498, 1.579, -1.532)
O (1.583, -1.417, 0.494)
O (-0.366, -1.306, -0.669)
Si (-0.541, -0.069, -1.660)
H (-4.899, 1.856, -0.429)
H (-0.328, -3.683, 2.848)
H (1.027, -2.544, 2.723)
H (-1.181, -3.393, 0.713)
H (2.529, 1.478, -0.793)
H (1.629, 2.516, 0.131)
H (1.481, 0.749, 0.387)
H (0.879, 1.518, -2.545)
H (-0.309, 2.421, -1.449)
H (-0.759, -0.625, -2.948)

Values from the calculation:
Total charge: 0
Lowest unoccupied orbital energy (eV): 0.030

=====

Which structure is most stable, and how do the rest compare? From most to least stable: 2, 1.

=====

--- 1 ---
DFT (ωB97M-V/def2-TZVPD) results for a single C3H7NS molecule.

Element x y z (Å)
N (-0.594, 1.813, -0.764)
C (0.574, 1.098, -0.341)
C (0.928, 0.599, 1.081)
C (0.718, -0.398, -0.026)
S (-0.730, -1.482, -0.058)
H (-1.262, 1.335, -1.324)
H (-0.980, 2.090, 0.139)
H (1.409, 1.427, -0.881)
H (1.924, 0.774, 1.396)
H (0.271, 0.556, 1.916)
H (1.614, -0.938, -0.398)
H (-0.465, -2.017, 1.145)

Values from the calculation:
Total charge: 0
Lowest unoccupied orbital energy (eV): 0.942
SMILES string: N[C@H]1C[C@H]1S

=====

--- 2 ---
DFT (ωB97M-V/def2-TZVPD) results for a single C3H7NS molecule.

Element x y z (Å)
C (-1.127, -0.928, -0.484)
C (-0.263, -0.272, 0.651)
C (1.077, 0.160, 0.174)
N (0.861, 1.404, -0.293)
S (2.420, -0.790, -0.075)
H (-1.418, -0.104, -1.109)
H (-0.537, -1.720, -0.933)
H (-2.027, -1.401, -0.126)
H (-0.598, 0.625, 1.174)
H (-0.154, -0.940, 1.467)
H (0.238, 1.958, 0.297)
H (1.528, 2.009, -0.742)

Values from the calculation:
Total charge: 0
Lowest unoccupied orbital energy (eV): 0.611
SMILES string: CCC(N)=S

=====

Which structure is most stable, and how do the rest compare? From most to least stable: 2, 1.

=====

--- 1 ---
DFT (ωB97M-V/def2-TZVPD) results for C3H7NOS2 as an isolated structure.

Element x y z (Å)
C (0.428, 1.129, 3.116)
C (0.941, 0.499, 1.870)
C (-0.244, -0.319, -0.497)
H (-0.134, 0.645, 3.865)
H (1.301, 1.473, 3.752)
H (-0.330, 1.831, 3.024)
H (1.801, 1.008, 1.065)
H (1.265, -0.647, 2.152)
H (-2.315, -0.268, -1.488)
H (0.166, -0.264, -2.766)
N (-1.265, -0.817, -1.376)
O (-0.812, -1.043, -2.688)
S (-0.780, 0.290, 0.940)
S (1.208, -0.138, -1.277)

Values from the calculation:
Total charge: 0
Lowest unoccupied orbital energy (eV): -0.053

=====

--- 2 ---
DFT (ωB97M-V/def2-TZVPD) results for a single C3H7NOS2 molecule.

Element x y z (Å)
C (2.422, -0.529, 0.499)
S (1.292, -1.336, -0.561)
C (-0.419, -0.938, -0.068)
S (-1.599, -2.229, -0.067)
N (-0.745, 0.336, -0.048)
C (-2.130, 0.777, 0.011)
O (0.177, 1.295, -0.403)
H (1.986, -0.560, 1.478)
H (3.426, -1.057, 0.291)
H (2.586, 0.483, 0.215)
H (-2.587, 0.339, -1.050)
H (-2.669, 0.372, 0.895)
H (-2.059, 1.869, 0.129)
H (0.320, 1.179, -1.321)

Values from the calculation:
Total charge: 0
Lowest unoccupied orbital energy (eV): 0.362
SMILES string: CSC(=S)N(C)O

=====

Which structure is most stable, and how do the rest compare? From most to least stable: 2, 1.